No. 1
C23H36Cl5N5O3P2Sn | ωB97M-V/def2-TZVPD

XYZ file:
```
75
Properties=species:S:1:pos:R:3:lowdin_charge:R:1
Sn 0.16728 -0.09167 0.32499 1.34
Cl -2.15946 -1.92954 2.19468 0.76
C -2.02072 -0.25247 2.59821 -0.68
C -1.15319 0.52167 1.85986 -0.34
C -1.18342 1.89923 2.02859 -0.67
Cl -0.20408 2.86546 0.95465 0.75
C -1.99443 2.50758 2.97858 -0.69
Cl -1.99755 4.20394 3.16882 0.76
C -2.81957 1.69454 3.76982 -0.68
Cl -3.82060 2.40509 4.95047 0.77
C -2.85114 0.30932 3.56583 -0.69
Cl -3.91370 -0.67214 4.47605 0.75
C -0.94231 2.17622 -3.29899 -0.08
N -1.30150 0.75904 -3.44865 -0.27
C -1.67717 0.41329 -4.82575 -0.07
P -2.13177 0.02394 -2.24308 0.53
O -1.55362 0.42536 -0.91086 -0.35
O -1.96487 -1.55314 -2.52085 -0.25
P -0.66282 -2.44751 -2.10648 0.54
O 0.14175 -1.55071 -1.20100 -0.35
N 0.24271 -2.81463 -3.39156 -0.28
C 1.47796 -2.08410 -3.70437 -0.05
C -0.38547 -3.44853 -4.55522 -0.07
N -1.31744 -3.79169 -1.50393 -0.28
C -0.89526 -5.14798 -1.86467 -0.07
C -2.57221 -3.74071 -0.73972 -0.08
N -3.75015 0.18751 -2.21697 -0.28
C -4.65880 -0.57494 -3.07734 -0.07
C -4.27207 1.50364 -1.82552 -0.06
H -0.03841 2.37321 -3.87522 0.10
H -0.76046 2.41663 -2.25213 0.06
H -1.73763 2.82568 -3.67350 0.10
H -0.81887 0.57702 -5.47670 0.10
H -2.50437 1.03358 -5.18071 0.10
H -1.96582 -0.63426 -4.89650 0.07
H 1.92362 -1.68092 -2.79992 0.07
H 1.27606 -1.26538 -4.39907 0.09
H 2.17816 -2.77749 -4.16887 0.10
H -1.32350 -3.92726 -4.27792 0.08
H 0.28253 -4.20769 -4.96075 0.10
H -0.58541 -2.70497 -5.32942 0.09
H 0.07821 -5.13156 -2.34686 0.09
H -1.62681 -5.60833 -2.53039 0.10
H -0.82375 -5.74731 -0.95751 0.10
H -2.80734 -2.72496 -0.42970 0.05
H -2.47211 -4.35672 0.15400 0.09
H -3.39863 -4.12509 -1.34035 0.10
H -4.24772 -1.55668 -3.29550 0.08
H -4.85957 -0.04765 -4.01297 0.09
H -5.60106 -0.70850 -2.54666 0.10
H -3.57189 2.01009 -1.16328 0.08
H -5.20609 1.36042 -1.28344 0.10
H -4.46627 2.12960 -2.69987 0.10
C 1.78530 -2.86516 0.76647 -0.05
N 1.54074 -1.58939 1.47328 -0.33
C 1.15628 -1.89290 2.87301 -0.07
C 2.82190 -0.81332 1.52018 -0.14
C 3.09641 -0.04373 0.24927 -0.25
C 4.38783 0.16031 -0.21767 -0.01
C 4.60399 0.98632 -1.31144 -0.04
C 3.53438 1.61787 -1.93557 -0.05
C 2.24268 1.40734 -1.47620 -0.10
C 2.02628 0.56604 -0.39321 -0.24
H 2.50865 -3.45476 1.33441 0.11
H 2.18236 -2.66679 -0.22569 0.09
H 0.85335 -3.42113 0.68212 0.09
H 2.01066 -2.32286 3.39962 0.11
H 0.33937 -2.60815 2.88694 0.06
H 0.85086 -0.98055 3.38354 0.10
H 3.63959 -1.49716 1.76270 0.14
H 2.73856 -0.10993 2.35264 0.14
H 5.22596 -0.30999 0.28206 0.13
H 5.61111 1.14793 -1.67076 0.12
H 3.71065 2.27491 -2.77639 0.12
H 1.41385 1.90339 -1.97187 0.08
```

The calculation puts the LUMO energy at -4.991 eV. The calculation puts the highest occupied orbital energy at -14.1 eV. As for the total energy: -125041.3315 eV. As for the charge: +2. The molar mass is 788.50 g mol⁻¹.

No. 2
C23H36FN3O8PSTl | ωB97M-V/def2-TZVPD

XYZ file:
```
74
Properties=species:S:1:pos:R:3:lowdin_charge:R:1
Tl 1.49039 -1.01644 0.02978 1.14
C -6.01931 -1.14234 -1.83212 -0.04
C -5.65671 -0.02074 -0.85482 -0.30
C -6.31531 1.27826 -1.31642 -0.15
C -5.94691 2.41826 -0.37942 -0.13
C -4.45311 2.55786 -0.34432 -0.13
C -3.85941 3.77716 -0.09982 0.05
C -2.47441 3.88766 -0.11092 -0.25
F -1.93001 5.09856 0.14048 0.06
C -1.66951 2.80896 -0.36742 0.06
C -2.24491 1.55816 -0.59642 -0.02
C -1.34081 0.41856 -0.82952 -0.29
O -0.12281 0.59786 -0.98742 -0.02
C -2.03081 -0.83694 -0.86452 -0.02
C -3.39161 -0.88984 -0.82462 0.04
N -4.20631 0.17606 -0.77692 0.02
C -3.64841 1.42296 -0.58412 -0.07
C -1.32701 -2.16104 -0.97332 -0.58
O -1.98631 -3.19084 -1.00942 0.06
O -0.05261 -2.15154 -1.09892 -0.11
H -7.08311 -1.10134 -2.05132 0.08
H -5.80941 -2.13374 -1.44462 0.08
H -5.47421 -1.01694 -2.76402 0.10
H -6.01441 -0.27934 0.15298 0.16
H -7.39661 1.14256 -1.34972 0.12
H -5.96781 1.51026 -2.32612 0.14
H -6.32661 2.21276 0.62528 0.13
H -6.40621 3.35106 -0.70982 0.12
H -4.45491 4.65226 0.11008 0.13
H -0.59491 2.86786 -0.37942 0.10
H -3.83691 -1.87424 -0.85992 0.14
C 4.62859 -0.77484 0.98868 -0.07
N 4.07579 -1.14474 -0.30922 -0.29
C 4.45239 -0.17444 -1.33142 -0.08
C 4.50199 -2.49524 -0.66562 -0.17
C 3.60659 -3.55974 -0.02732 -0.18
N 2.23039 -3.45084 -0.47802 -0.31
C 2.07379 -3.83404 -1.87522 -0.07
C 1.34969 -4.23094 0.38728 -0.07
H 5.72059 -0.68774 0.92598 0.11
H 4.35409 -1.52094 1.72898 0.09
H 4.19689 0.16096 1.32678 0.06
H 5.54039 -0.15874 -1.48462 0.10
H 4.11669 0.81186 -1.02382 0.08
H 3.96619 -0.42284 -2.27432 0.10
H 5.53469 -2.66584 -0.32952 0.13
H 4.48029 -2.60754 -1.75182 0.11
H 3.59549 -3.42574 1.05428 0.11
H 4.00989 -4.55564 -0.26682 0.14
H 2.46019 -4.84614 -2.05372 0.10
H 2.59439 -3.12864 -2.52022 0.08
H 1.01859 -3.80124 -2.13122 0.09
H 1.64439 -5.28754 0.38998 0.10
H 0.32749 -4.14194 0.02928 0.08
H 1.40459 -3.82474 1.39698 0.08
C 0.45349 2.43516 2.28968 -0.13
P 2.04969 2.14366 1.41578 0.63
C 2.05599 3.64446 0.28328 -0.17
C 3.55529 2.62066 2.36758 -0.15
O 2.24349 1.10706 0.31968 -0.43
H -0.04301 3.33086 1.93278 0.04
H 0.67109 2.52296 3.35118 0.07
H -0.17001 1.55466 2.14488 0.04
H 1.69239 4.55226 0.75388 0.04
H 1.44409 3.42716 -0.58702 0.03
H 3.06809 3.81996 -0.07102 0.04
H 3.43579 3.65106 2.68678 0.05
H 4.40089 2.57096 1.68388 0.05
H 3.71989 1.97556 3.22248 0.05
O 2.05609 -1.79074 2.09948 -0.38
S 1.20199 -0.69854 2.68318 0.34
O 0.65399 -1.05814 3.95398 -0.26
O 0.12269 -0.47864 1.65408 -0.37
O 2.05489 0.51476 2.78668 -0.43
```

The calculation puts the LUMO energy at -0.643 eV. The calculation puts the highest occupied orbital energy at -8.4 eV. As for the total energy: -72822.2575 eV. The molar mass is 768.98 g mol⁻¹.

No. 3
C23H36N13S2SiV | ωB97M-V/def2-TZVPD

XYZ file:
```
76
Properties=species:S:1:pos:R:3:lowdin_spin:R:1
V 0.23145 0.10684 0.37963 1.41
C 0.77555 2.12916 3.80714 0.00
C 0.05969 2.64551 2.60158 -0.01
C -0.39134 3.96851 2.55846 -0.04
C -1.13762 4.41648 1.48771 0.01
C -1.47629 3.54730 0.45001 -0.04
C -1.01478 2.25575 0.56674 0.01
N -0.24943 1.83401 1.58625 -0.02
N -1.11742 1.15509 -0.30306 -0.26
Si -2.43866 1.19097 -1.61921 -0.02
C -1.87508 2.38372 -2.92718 -0.01
C -3.98340 1.69892 -0.71424 -0.01
C -2.62096 -0.50586 -2.34063 0.00
H 0.08600 2.13707 4.65428 0.00
H 1.60807 2.78215 4.06978 0.00
H 1.12851 1.11201 3.67930 0.00
H -0.16369 4.62877 3.38424 0.00
H -1.48038 5.44246 1.45608 0.00
H -2.06448 3.87941 -0.39025 0.00
H -1.64761 3.38439 -2.56123 0.00
H -2.69108 2.48952 -3.64876 0.00
H -1.00974 2.00519 -3.47449 0.00
H -4.11205 2.77650 -0.62659 0.00
H -4.03802 1.26968 0.28870 0.00
H -4.84397 1.32221 -1.27373 0.00
H -1.71614 -0.80505 -2.86699 0.00
H -3.43014 -0.44945 -3.07426 0.00
H -2.89330 -1.26558 -1.60680 0.00
N 4.78453 2.09404 2.55131 0.00
N 3.88076 1.17053 2.08652 0.00
N 4.03700 -0.11645 2.30328 0.00
C 2.90165 -0.60309 1.83413 0.00
N 2.11107 0.37805 1.37449 -0.01
N 2.76885 1.51729 1.53241 0.00
H 5.69714 1.65230 2.59721 0.00
H 4.77322 2.90630 1.94436 0.00
H 2.64562 -1.64925 1.84685 0.00
C -1.14090 -2.83395 4.87265 0.00
N -2.04211 -2.64328 3.73520 0.00
C -3.32396 -3.15555 3.64043 0.00
C -3.83758 -2.74767 2.46269 0.00
N -2.85834 -1.98275 1.85717 0.00
C -1.77000 -1.92717 2.63673 0.00
S -0.29006 -1.05690 2.44456 -0.01
H -1.60343 -3.54314 5.55165 0.00
H -0.98715 -1.88499 5.38164 0.00
H -0.19112 -3.23151 4.52414 0.00
H -3.74855 -3.76203 4.42104 0.00
H -4.79809 -2.92195 2.01249 0.00
H -2.90430 -1.54819 0.95044 0.00
C 4.43127 -1.30763 -2.83345 0.00
C 3.42354 -0.36454 -2.27839 0.01
C 3.32913 1.01667 -2.33309 0.00
C 2.17494 1.35917 -1.63472 0.01
N 1.55419 0.24140 -1.20291 -0.01
N 2.36735 -0.78181 -1.56924 0.00
C 1.65679 2.72558 -1.35457 0.00
H 4.96550 -0.84455 -3.65920 0.00
H 3.96057 -2.22175 -3.19550 0.00
H 5.16290 -1.58074 -2.07186 0.00
H 4.01439 1.69056 -2.81911 0.00
H 2.04878 -1.72622 -1.42802 0.00
H 2.37422 3.46947 -1.69422 0.00
H 1.49526 2.88879 -0.28747 0.00
H 0.71998 2.90150 -1.87957 0.00
S -0.27736 -2.26338 -0.41724 -0.02
C -0.31172 -2.80500 -2.07397 0.00
N -0.87609 -4.02872 -2.26432 0.00
C -0.96761 -4.61370 -3.47533 0.00
C -0.47452 -3.94685 -4.56351 0.00
C 0.10374 -2.70224 -4.31693 0.00
N 0.18166 -2.14681 -3.10966 0.00
H -1.22245 -4.52005 -1.44745 0.00
H -1.43187 -5.59006 -3.50647 0.00
H -0.52547 -4.37033 -5.55503 0.00
H 0.52487 -2.12507 -5.13270 0.00
```

As for the expectation value of S²: 0.987. The calculation puts the LUMO energy (alpha / beta) at -10.000 / -8.834 eV. The multiplicity is 2. The calculation puts the highest occupied orbital energy (alpha / beta) at -16.0 / -16.1 eV. As for the total energy: -99020.9197 eV. As for the charge: +3. The molar mass is 637.80 g mol⁻¹.